Record 1
A cluster of 2 separate species, C5H13N2O2P in total at a distorted geometry. Source: the Open Molecules 2025 dataset; level of theory: ωB97M-V/def2-TZVPD.

## Properties
HOMO-LUMO gap in eV: 9.82
LUMO in eV: 0.9
Molecular weight in g mol⁻¹: 164.145
Total energy in eV: -21758.596
Total charge: 0
HOMO level in eV: -8.94
Structure (SMILES): CNC(=O)CPO.[H]/N=C\C

Each line ends with the Mulliken charge.
Atoms and positions in Å:
1 P -2.946564 1.196768 0.029898  0.03
2 O -2.360525 0.483808 1.390903  -0.47
3 O 0.634227 0.730698 -1.662854  -0.59
4 N -1.101424 -0.651777 -1.134101  -0.12
5 N 0.950491 -0.315961 2.396991  -0.60
6 C -0.517573 0.583398 -1.329966  0.52
7 C -1.274857 1.832876 -0.763150  -0.76
8 C 2.874196 -0.549237 0.941413  -1.04
9 C -0.350019 -1.815123 -1.608047  -0.94
10 C 1.700222 0.170955 1.490400  0.02
11 H 0.296423 -1.358584 -2.425945  0.32
12 H 2.784140 -0.594341 -0.184092  0.21
13 H -2.078024 -0.826026 -0.922814  0.23
14 H 0.231174 -2.423445 -0.938321  0.27
15 H -1.496705 2.551997 -1.503890  0.47
16 H 3.768474 0.012158 1.135905  0.33
17 H -3.423987 2.421683 0.609915  0.03
18 H 1.410097 1.064916 1.117375  0.53
19 H -0.702593 2.230935 0.007790  0.32
20 H -1.449372 0.320859 1.341027  0.37
21 H 2.853478 -1.518705 1.385088  0.39
22 H 1.353707 -1.091822 2.873924  0.20
23 H -1.154987 -2.456032 -2.247452  0.30

Cartesian forces, eV/Å:
0.55 0.80 -0.48
-2.12 0.39 0.12
0.49 -0.29 -0.69
1.07 -0.39 -0.12
-0.49 1.84 -0.03
-1.07 0.82 1.99
-2.60 -3.21 -0.15
-0.44 0.89 -1.59
-2.02 0.17 -4.32
0.09 -3.37 1.64
-0.29 -1.04 1.16
0.02 -0.13 1.12
0.29 0.64 -0.08
-0.06 0.06 0.61
-0.05 0.76 -0.91
0.70 0.04 0.21
0.39 -0.12 -0.21
-0.82 2.83 -1.60
1.24 0.85 1.23
2.29 -0.50 0.28
0.52 -0.78 0.10
0.28 -1.25 -0.05
2.04 0.99 1.78

***

Record 2
An isolated molecule of CH5BrP2 at a distorted geometry. Source: the Open Molecules 2025 dataset; level of theory: ωB97M-V/def2-TZVPD.

## Properties
HOMO-LUMO gap in eV: 8.87
LUMO in eV: 0.3
Molecular weight in g mol⁻¹: 158.903
Total energy in eV: -89737.745
Total charge: 0
HOMO level in eV: -8.59
Structure (SMILES): C[PH]#[PH]Br

Each line ends with the Mulliken charge.
Atoms and positions in Å:
1 Br -2.961182 0.381891 0.122663  -0.16
2 P 0.372773 -0.496679 -0.891633  0.00
3 P -1.310761 -1.075712 0.425209  -0.02
4 C 1.097227 0.929909 0.220673  -0.89
5 H 0.798811 0.869183 1.339682  0.28
6 H 0.594948 1.809290 -0.228987  0.28
7 H 1.183922 -1.563727 -0.505660  0.06
8 H 2.120971 1.200520 -0.097485  0.35
9 H -1.896708 -2.054673 -0.384463  0.10

Cartesian forces, eV/Å:
0.13 0.31 -0.30
0.20 1.75 -0.02
0.25 -0.31 1.04
-1.46 0.05 -0.32
1.08 0.05 -1.90
-0.33 -0.35 0.54
0.08 -0.43 0.47
-0.10 -0.85 0.86
0.15 -0.21 -0.38

***

Record 3
A structure of composition C30H52B2KN3P2. Source: the Open Molecules 2025 dataset; level of theory: ωB97M-V/def2-TZVPD.

## Properties
HOMO-LUMO gap in eV: 4.84
LUMO in eV: 4.2
Molecular weight in g mol⁻¹: 577.437
Total energy in eV: -72681.507
Total charge: -2
HOMO level in eV: -0.64

Each line ends with the Mulliken charge.
Atoms and positions in Å:
1 K 1.276222 -1.358753 1.637074  0.74
2 P -1.064599 2.085477 1.343987  0.90
3 P 1.136616 -2.034288 -1.661288  0.62
4 N -2.402695 0.007981 0.201613  0.41
5 N -1.529372 -1.463821 -1.267465  0.16
6 N 3.179104 0.726462 1.110943  -0.76
7 C 2.928370 -0.047881 -2.376669  -1.83
8 C -2.562735 0.968141 1.270433  -0.84
9 C 0.281880 -3.226352 3.832548  -0.56
10 C 1.016118 -4.032240 2.943180  -0.53
11 C -5.139710 0.234639 -2.330681  -0.78
12 C -2.719299 -1.008930 -1.784942  0.43
13 C 1.489810 -0.797205 -4.280813  -2.06
14 C -1.781986 3.700665 0.658923  1.83
15 C 1.160309 -4.103411 -3.754791  -1.89
16 C -3.378210 -1.295632 -2.967963  -0.90
17 C -3.271639 -0.084890 -0.856210  0.74
18 C 1.575583 -4.687584 -1.373770  -1.91
19 C 0.531298 0.543241 -2.420255  -2.44
20 C -4.598149 -0.662398 -3.235465  -0.77
21 C 1.809043 -3.619790 -2.454266  1.96
22 C -1.765127 3.107749 3.988228  -2.08
23 C -0.724403 4.800140 0.759096  -2.18
24 C -0.756125 2.281575 3.191717  2.63
25 C 3.319082 -3.502070 -2.662905  -2.09
26 C -0.665336 -2.317098 -2.043786  -1.19
27 C -1.989194 3.377362 -0.829535  -1.77
28 C 1.192551 -2.414729 4.535981  -0.42
29 C -3.099822 4.247078 1.218866  -1.84
30 C 0.645314 2.893618 3.336897  -1.95
31 C 1.538002 -0.562693 -2.771163  2.52
32 C 3.932861 1.590642 1.266227  -0.03
33 C 2.380965 -3.719068 3.097223  -0.57
34 C -4.482711 0.531206 -1.130884  -0.55
35 C 2.489782 -2.718016 4.081400  -0.69
36 C -0.696573 0.869655 3.792285  -2.08
37 B 4.976933 2.781049 1.470070  0.19
38 B -1.220539 -0.881554 0.061579  -0.19
39 H -2.289712 4.287412 -1.361019  0.57
40 H -2.975257 4.678480 2.211431  0.34
41 H -1.540519 3.027505 5.058292  0.52
42 H -0.227935 0.148166 3.123128  0.05
43 H 0.601085 -4.762950 2.258995  0.38
44 H 1.654068 -5.025774 -4.083963  0.55
45 H -2.767749 2.627584 -0.982144  0.30
46 H 0.519961 -4.792281 -1.116699  0.33
47 H -3.479208 1.539870 1.122759  -0.05
48 H 0.523949 -1.187450 -4.608740  0.30
49 H -2.665912 0.449918 2.225699  0.20
50 H 3.814453 -3.094207 -1.779653  0.39
51 H -2.964381 -2.008118 -3.671684  0.40
52 H -0.481067 0.299042 -2.745532  0.26
53 H 0.246048 4.456397 0.395731  0.45
54 H 0.497013 0.738907 -1.346297  0.32
55 H 0.940822 -1.694563 5.305856  0.48
56 H -0.113466 0.890014 4.716032  0.65
57 H -1.073366 2.996392 -1.284077  0.29
58 H -0.598444 5.148833 1.785141  0.34
59 H 3.119368 0.898101 -2.894629  0.50
60 H 1.930486 -5.658306 -1.737850  0.52
61 H 2.995041 0.143718 -1.304515  0.23
62 H 5.896910 2.618718 0.685172  -0.17
63 H -6.086873 0.715378 -2.549424  0.36
64 H 1.241605 -3.378347 -4.563221  0.25
65 H -3.471286 5.041651 0.560940  0.51
66 H 0.713865 3.892269 2.906816  0.30
67 H -0.841510 -2.146794 -3.113680  0.15
68 H 3.205378 -4.173378 2.559108  0.41
69 H 3.409201 -2.264271 4.428900  0.39
70 H -5.123477 -0.882292 -4.158121  0.35
71 H -3.883487 3.491752 1.277706  0.27
72 H 0.103223 -4.335576 -3.616143  0.30
73 H -4.920611 1.235088 -0.432610  0.36
74 H 3.570003 -2.868728 -3.514584  0.32
75 H 0.897717 2.968824 4.399963  0.50
76 H -0.882589 -3.378115 -1.859320  0.52
77 H -2.789260 2.758422 3.834902  0.33
78 H -1.719824 4.165381 3.724104  0.32
79 H 1.400853 2.273590 2.850979  0.28
80 H 3.736603 -4.497085 -2.854520  0.53
81 H -1.686850 0.479483 4.034073  0.34
82 H 3.721797 -0.740374 -2.654422  0.35
83 H -1.031089 5.660800 0.153255  0.50
84 H -0.794433 -3.228705 3.951098  0.36
85 H 1.644344 0.158883 -4.793383  0.49
86 H 2.273075 -1.477861 -4.618885  0.36
87 H 0.845366 1.460080 -2.931881  0.79
88 H 5.381773 2.748398 2.619464  -0.18
89 H 2.109010 -4.446815 -0.453141  0.39
90 H 4.403671 3.834657 1.245176  -0.18

Cartesian forces, eV/Å:
0.34 0.08 0.06
0.06 0.00 -0.01
-0.03 -0.08 0.00
0.06 -0.06 0.00
0.09 -0.03 0.06
-0.01 0.01 0.07
-0.04 0.02 0.01
-0.07 0.03 0.08
-0.08 -0.04 0.05
-0.04 -0.15 -0.02
-0.05 0.02 -0.01
-0.06 0.01 0.01
-0.01 0.02 0.01
-0.08 0.01 -0.02
-0.04 0.00 -0.01
0.01 -0.03 0.00
-0.01 0.01 -0.09
0.01 -0.03 0.01
0.00 0.04 -0.04
-0.02 0.00 -0.04
-0.02 0.00 -0.04
0.02 0.01 0.01
0.05 0.01 0.00
-0.01 0.06 0.05
0.03 0.02 0.00
-0.06 -0.07 -0.09
-0.05 0.00 0.01
-0.03 0.03 0.08
0.01 0.01 0.04
-0.01 -0.02 0.01
0.03 0.00 -0.02
0.05 0.04 -0.01
0.11 -0.11 -0.01
0.01 0.01 0.02
0.09 -0.01 0.05
-0.04 -0.05 0.00
-0.06 -0.03 -0.02
-0.32 0.05 -0.09
-0.01 0.01 -0.01
-0.02 -0.02 -0.04
0.01 -0.01 0.01
-0.04 0.07 0.05
0.00 0.02 -0.01
0.00 -0.02 0.00
0.00 0.00 -0.01
0.00 -0.01 -0.01
-0.01 0.04 0.00
-0.02 -0.01 0.01
0.01 0.02 -0.05
-0.01 0.01 0.03
-0.01 0.00 -0.01
-0.01 0.02 -0.02
0.01 -0.01 0.01
0.02 0.00 0.01
0.00 0.01 -0.04
0.01 0.01 0.03
0.04 0.00 0.00
0.00 0.01 0.01
0.01 0.01 -0.01
0.01 -0.02 0.01
0.00 0.00 -0.01
0.01 0.00 -0.01
0.00 -0.01 0.00
0.02 -0.01 0.02
0.02 0.02 -0.02
0.00 0.02 -0.02
0.03 0.00 0.03
-0.02 0.02 0.00
-0.01 0.01 -0.02
0.00 0.00 0.00
-0.02 -0.05 -0.02
-0.01 0.01 0.00
-0.01 0.00 0.00
-0.01 0.03 -0.01
0.01 0.00 0.01
0.01 0.06 -0.01
0.00 -0.01 -0.01
0.02 -0.01 0.02
0.00 0.00 -0.01
0.01 0.00 -0.01
0.00 0.01 -0.01
0.06 -0.09 -0.01
0.00 0.00 -0.01
0.01 0.02 -0.03
0.00 0.02 0.00
0.00 0.00 0.01
-0.01 0.03 0.00
0.00 0.00 0.00
0.01 0.01 0.01
0.00 0.01 0.00

***

Record 4
A cluster of 8 separate species, C5H28N3O7 in total at a distorted geometry. Source: the Open Molecules 2025 dataset; level of theory: ωB97M-V/def2-TZVPD.

## Properties
HOMO-LUMO gap in eV: 9.12
LUMO in eV: -2.4
Molecular weight in g mol⁻¹: 242.293
Total energy in eV: -24434.096
Total charge: +1
HOMO level in eV: -11.52

Each line ends with the Mulliken charge.
Atoms and positions in Å:
1 O -0.316039 -2.253164 2.496284  -0.54
2 O -0.107676 -3.614489 -0.534108  -0.54
3 O 2.816463 -1.605580 1.702188  -0.53
4 O -2.560763 2.034413 -2.793797  -0.60
5 O 2.529108 0.879631 -2.381590  -0.60
6 O -0.728821 0.329283 -3.786694  -0.70
7 O 0.482671 -0.617869 -1.579460  -0.41
8 N -2.613779 -0.932548 -0.398365  -0.28
9 N -2.676898 0.794921 1.378932  -0.58
10 N 2.062424 0.528905 0.262900  -0.11
11 C -3.206406 -0.090028 0.629956  -0.06
12 C 1.073015 1.361326 1.069632  0.34
13 C -0.113148 0.574237 1.573951  0.03
14 C -1.350122 1.374085 1.174639  -0.61
15 C 1.755779 2.047651 2.206591  -1.53
16 H -0.670459 -3.691345 0.224330  0.26
17 H 0.701708 -1.529825 -1.658044  0.24
18 H 2.001875 0.524023 -3.031138  0.25
19 H 0.627097 2.109822 0.387588  0.22
20 H 1.765159 -0.485703 0.478367  0.23
21 H 3.355809 1.240032 -2.760124  0.27
22 H 3.020357 -2.413759 1.343798  0.23
23 H 2.379284 1.392063 2.724787  0.45
24 H 0.042328 -0.352469 -2.338953  0.24
25 H 2.953341 0.636245 0.470813  0.31
26 H -0.011646 -4.578836 -0.787330  0.29
27 H -2.794609 -1.871132 -0.371116  0.18
28 H -4.310735 -0.299735 0.784731  0.37
29 H -1.290445 1.542029 0.095541  0.32
30 H 2.938048 -1.597982 2.661018  0.27
31 H -1.382026 2.409341 1.622634  0.25
32 H 1.833965 0.746896 -0.742789  0.35
33 H -1.906064 -0.665204 -1.074066  0.16
34 H -0.131056 0.393052 2.691988  0.38
35 H -2.005036 2.793975 -2.675791  0.30
36 H 0.105331 -0.514605 1.207211  -0.01
37 H -0.558061 -3.210771 2.440172  0.26
38 H 0.922486 2.420857 2.808645  0.38
39 H -1.268645 -0.290315 -4.409787  0.31
40 H -0.990502 -1.827091 2.867296  0.27
41 H -1.230563 1.138379 -3.453811  0.38
42 H -3.393197 2.128423 -2.616885  0.24
43 H 2.250462 3.042847 2.089877  0.32

Cartesian forces, eV/Å:
4.19 -4.30 -2.58
0.61 -1.94 -1.01
-0.71 3.37 1.34
7.96 -1.82 -1.83
2.86 1.87 2.15
-0.86 -0.71 -1.00
1.15 0.13 2.98
-0.12 3.80 0.79
-0.61 -0.03 -0.30
-7.86 -1.77 -1.35
0.49 -1.11 -0.45
0.61 1.38 -0.15
0.54 -2.59 0.77
-1.18 -0.44 -1.13
-1.06 3.01 0.08
-0.53 0.39 0.72
0.02 -1.26 -0.10
-1.74 -1.24 -2.56
0.75 -0.31 0.04
1.13 1.79 -0.65
-0.87 -0.33 0.02
0.84 -3.18 -0.87
0.89 -1.01 1.21
-1.67 0.73 -2.92
5.27 0.84 1.32
0.02 1.66 0.13
-0.92 -2.44 0.00
1.46 -0.04 0.03
0.28 0.16 -0.18
-0.04 -0.45 -0.35
0.40 -1.16 -0.06
0.96 -0.79 0.70
0.05 0.25 0.79
0.38 0.60 -1.06
-0.52 0.95 0.33
-1.73 1.89 0.12
0.26 1.38 0.38
0.15 -0.54 0.61
1.06 2.31 1.87
-4.54 2.62 2.43
-0.17 -2.04 -1.14
-7.48 1.41 1.74
0.28 -1.03 -0.88